# 1
{"formula": "C6H10O", "method": "ωB97M-V with the def2-TZVPD basis set", "species": ["C", "C", "C", "C", "O", "H", "H", "H", "H", "H", "H", "C", "C", "H", "H", "H", "H"], "xyz": [[-1.05, 1.73, -0.76], [-0.05, 2.07, 0.05], [1.06, 1.20, 0.46], [1.53, 0.20, -0.30], [2.51, -0.68, 0.04], [-1.15, 0.72, -1.16], [-1.81, 2.45, -1.04], [-0.03, 3.08, 0.46], [1.52, 1.39, 1.43], [1.15, -0.01, -1.30], [2.79, -0.49, 0.95], [-0.64, -2.37, -0.06], [-1.52, -1.52, 0.45], [0.43, -2.29, 0.15], [-0.95, -3.18, -0.72], [-1.21, -0.70, 1.10], [-2.58, -1.59, 0.24]], "mulliken_charge": [-0.873, -0.109, -0.247, -0.074, -0.466, 0.200, 0.258, 0.293, 0.262, 0.438, 0.304, -0.394, -0.562, 0.223, 0.244, 0.269, 0.234], "charge": 0, "relative_energy_kcal_mol": 44.1, "e_homo_ha": -0.309, "fmax_ev_per_a": 0.3, "smiles": "C=C/C=C/O.C=C", "multiplicity": 1, "energy_ev": -8429.327, "gap_ev": 9.30}

---

# 2
{"formula": "CH5N3S", "method": "ωB97M-V with the def2-TZVPD basis set", "species": ["N", "N", "C", "N", "S", "H", "H", "H", "H", "H"], "xyz": [[-1.62, -0.99, -0.18], [-0.79, 0.17, 0.26], [0.56, 0.00, 0.09], [1.08, 1.19, -0.11], [1.74, -1.17, 0.05], [-1.98, -1.43, 0.75], [-0.69, -1.74, -0.48], [-1.25, 0.93, -0.57], [0.71, 1.96, 0.60], [2.25, 1.09, -0.41]], "mulliken_charge": [-0.573, -0.264, 0.293, -0.505, -0.427, 0.269, 0.279, 0.372, 0.285, 0.270], "charge": 0, "relative_energy_kcal_mol": 74.2, "e_homo_ha": -0.316, "fmax_ev_per_a": 6.9, "smiles": "NNC(N)=S", "multiplicity": 1, "energy_ev": -16420.102, "gap_ev": 9.15}

---

# 3
{"formula": "C5H7FO", "method": "ωB97M-V with the def2-TZVPD basis set", "species": ["C", "C", "C", "C", "C", "H", "H", "H", "H", "H", "H", "H", "O", "F"], "xyz": [[1.49, -0.31, 0.43], [1.55, 1.16, 0.41], [0.38, 0.44, -0.48], [-1.84, -0.62, 0.25], [-3.20, -0.17, 0.00], [1.10, -0.83, 1.27], [1.35, 1.58, 1.31], [2.47, 1.67, 0.03], [0.71, 0.71, -1.50], [-1.28, -1.71, 1.01], [-3.53, 1.08, -0.75], [-4.23, -0.94, 0.16], [-0.97, 0.64, -0.20], [2.32, -1.07, -0.40]], "mulliken_charge": [-0.007, -0.719, -0.046, 0.003, -0.551, 0.383, 0.286, 0.262, 0.333, 0.227, 0.220, 0.224, -0.298, -0.318], "charge": 0, "relative_energy_kcal_mol": 169.7, "e_homo_ha": -0.331, "fmax_ev_per_a": 5.3, "multiplicity": 1, "energy_ev": -10055.385, "gap_ev": 9.51}